# 1
116
Properties=species:S:1:pos:R:3 method="wB97M-V/def2-TZVPD" molar_mass_g_mol=965.13 lumo_energy_ev=3.0 homo_energy_ev=-0.13 total_charge=-2
K 0.76 -0.09 -0.37
C 5.50 2.30 2.31
O 4.75 1.48 1.46
C 4.85 1.74 0.11
C 5.83 2.53 -0.44
C 5.86 2.76 -1.83
C 4.88 2.19 -2.62
C 3.85 1.40 -2.09
C 2.83 0.89 -3.01
N 1.73 0.38 -2.64
N 0.83 0.03 -3.61
C -0.22 -0.66 -3.20
O -0.47 -1.15 -2.06
C -1.26 -0.86 -4.28
C -1.01 -0.58 -5.63
C -2.00 -0.79 -6.58
C -3.25 -1.25 -6.21
C -3.51 -1.52 -4.87
C -2.51 -1.33 -3.92
C 3.82 1.10 -0.68
O 2.98 0.33 -0.14
H 5.21 2.04 3.33
H 5.29 3.36 2.13
H 6.58 2.13 2.20
H 6.59 2.98 0.18
H 6.63 3.38 -2.26
H 4.88 2.39 -3.69
H 3.04 1.00 -4.08
H -0.03 -0.21 -5.90
H -1.79 -0.58 -7.63
H -4.03 -1.40 -6.95
H -4.48 -1.88 -4.56
H -2.69 -1.53 -2.87
C -0.53 -6.08 1.02
N 0.03 -4.76 0.94
C -0.54 -3.57 0.61
N 0.33 -2.61 0.78
C 1.44 -3.25 1.21
N 1.30 -4.55 1.34
C -1.15 -6.48 2.35
C -1.96 -7.61 2.38
C -2.52 -8.04 3.57
C -2.28 -7.36 4.74
C -1.50 -6.22 4.72
C -0.93 -5.77 3.52
C -1.29 -5.47 5.96
N -1.35 -5.90 7.18
N -1.06 -4.82 7.98
C -0.84 -3.82 7.20
O -0.96 -4.17 5.90
C -0.59 -2.43 7.53
C -0.16 -2.04 8.80
C 0.04 -0.69 9.05
C -0.19 0.26 8.07
C -0.63 -0.12 6.81
C -0.95 0.92 5.77
N -1.26 0.37 4.47
C -0.48 -0.31 3.61
N -1.17 -0.66 2.56
C -2.41 -0.16 2.81
N -2.51 0.47 3.97
C -0.82 -1.47 6.55
H 0.31 -6.75 0.82
H -1.27 -6.21 0.24
H -1.55 -3.47 0.24
H 2.37 -2.73 1.43
H -2.15 -8.15 1.46
H -3.16 -8.92 3.57
H -2.72 -7.68 5.68
H -0.31 -4.88 3.52
H 0.02 -2.79 9.55
H 0.40 -0.38 10.03
H -0.03 1.31 8.29
H -0.13 1.64 5.69
H -1.84 1.47 6.07
H 0.57 -0.51 3.78
H -3.24 -0.26 2.13
H -1.17 -1.79 5.58
N 1.25 6.68 2.03
C 1.08 5.33 1.69
C 1.39 4.32 2.60
C 1.24 3.00 2.19
N 0.79 2.64 1.00
C 0.51 3.61 0.14
C 0.63 4.96 0.43
H 1.23 6.88 3.01
H 0.72 7.32 1.47
H 1.76 4.56 3.59
H 1.52 2.20 2.86
H 0.14 3.30 -0.83
H 0.38 5.71 -0.31
C -6.44 -3.10 -0.01
C -5.41 -3.49 0.84
C -4.27 -2.72 0.96
C -4.12 -1.52 0.25
C -5.15 -1.15 -0.62
C -6.29 -1.93 -0.75
C -2.92 -0.68 0.44
C -2.84 0.58 0.06
C -2.71 1.89 -0.25
C -3.04 2.95 0.69
C -3.01 4.27 0.30
C -2.65 4.66 -0.99
C -2.29 3.66 -1.90
C -2.30 2.33 -1.56
H -7.34 -3.70 -0.10
H -5.51 -4.40 1.42
H -3.48 -3.02 1.64
H -5.03 -0.24 -1.20
H -7.07 -1.62 -1.43
H -2.07 -1.17 0.93
H -3.32 2.68 1.70
H -3.27 5.03 1.04
H -2.65 5.71 -1.28
H -1.98 3.94 -2.90
H -2.03 1.57 -2.29

***

# 2
116
Properties=species:S:1:pos:R:3 method="wB97M-V/def2-TZVPD" molar_mass_g_mol=1167.53 lumo_energy_ev=-6.2 homo_energy_ev=-12.78 total_charge=+2
Ti -0.30 -0.48 -0.91
C -0.05 -4.00 -0.37
N -1.27 -3.38 -0.87
C -1.49 -3.47 -2.31
C -0.31 -2.85 -2.97
N 0.46 -1.93 -2.41
C 1.58 -1.82 -3.25
C 2.75 -1.09 -3.10
C 3.71 -1.21 -4.09
C 3.51 -2.04 -5.20
C 2.37 -2.79 -5.35
C 1.42 -2.68 -4.34
N 0.21 -3.32 -4.12
C 0.77 -3.04 0.44
N 0.90 -1.72 0.30
C 1.87 -1.34 1.22
C 3.45 0.00 2.62
C 2.77 -0.29 3.94
C 2.71 -1.60 4.15
C 3.34 -2.33 2.98
C 2.30 -2.43 1.90
N 1.59 -3.49 1.41
H -0.25 -4.88 0.23
H 0.57 -4.33 -1.21
H -2.08 -3.75 -0.38
H -1.59 -4.50 -2.66
H -2.40 -2.93 -2.56
H 2.88 -0.43 -2.26
H 4.62 -0.64 -4.02
H 4.27 -2.09 -5.97
H 2.22 -3.45 -6.19
H -0.23 -3.97 -4.75
H 4.02 0.93 2.61
H 2.40 0.49 4.59
H 2.26 -2.11 4.99
H 3.81 -3.28 3.23
H 1.69 -4.45 1.70
C 0.84 3.09 2.21
C 1.84 3.15 1.07
P 1.64 1.90 -0.32
C 2.90 0.71 0.24
C 2.37 0.05 1.49
C 4.33 -1.25 2.45
C 4.91 -1.54 1.11
C 4.84 -0.84 -0.02
C 4.03 0.33 -0.36
C 2.31 2.98 -1.62
C 1.39 3.59 -2.48
C 1.82 4.45 -3.47
C 3.17 4.74 -3.59
C 4.08 4.21 -2.69
C 3.65 3.34 -1.70
C -0.59 3.01 1.71
P -1.34 1.37 1.19
C -1.94 0.88 2.86
C -3.28 0.78 3.22
C -3.64 0.53 4.54
C -2.67 0.35 5.51
C -1.33 0.39 5.16
C -0.97 0.64 3.85
C -2.81 2.21 0.45
C -3.64 3.03 1.22
C -4.65 3.77 0.62
C -4.83 3.73 -0.76
C -3.98 2.96 -1.53
C -2.97 2.21 -0.93
H 0.94 4.02 2.78
H 1.06 2.29 2.92
H 2.86 3.07 1.45
H 1.75 4.11 0.58
H 1.52 0.63 1.86
H 5.16 -1.17 3.16
H 5.53 -2.43 1.10
H 5.45 -1.19 -0.85
H 4.36 0.86 -1.24
H 0.33 3.38 -2.36
H 1.10 4.91 -4.14
H 3.51 5.39 -4.38
H 5.13 4.47 -2.75
H 4.37 2.95 -0.98
H -0.71 3.67 0.85
H -1.27 3.37 2.49
H -4.05 0.91 2.48
H -4.69 0.48 4.80
H -2.96 0.17 6.54
H -0.57 0.25 5.91
H 0.08 0.65 3.58
H -3.51 3.11 2.29
H -5.29 4.39 1.23
H -5.61 4.31 -1.22
H -4.10 2.95 -2.61
H -2.31 1.62 -1.54
Br -4.55 -0.43 -2.72
C -4.37 -1.04 -0.95
C -5.53 -1.39 -0.23
C -5.42 -1.92 1.02
Br -7.00 -2.35 1.97
C -4.16 -2.15 1.61
C -3.95 -2.76 2.86
C -2.67 -2.92 3.33
C -1.60 -2.43 2.56
N -1.75 -1.85 1.40
C -3.00 -1.72 0.91
C -3.11 -1.14 -0.39
O -2.00 -0.77 -1.04
H -6.49 -1.25 -0.69
H -4.80 -3.10 3.44
H -2.49 -3.39 4.29
H -0.59 -2.51 2.94
Cl -0.70 2.19 -5.85
C -1.15 1.30 -4.41
Cl -1.81 -0.30 -4.82
C 0.09 1.01 -3.52
O 1.20 1.10 -3.94
O -0.23 0.68 -2.26
H -1.92 1.84 -3.87